# 1
DFT (ωB97M-V/def2-TZVPD) results for a molecular structure, C19H35N3O4V.

Geometry as XYZ:
```
62
Properties=species:S:1:pos:R:3:forces:R:3
V -0.0331 0.5404 -0.0611 5.24 -5.15 0.97
C 1.8496 0.5880 2.4647 -0.22 -0.30 0.44
C 0.6377 -0.3250 2.6953 0.35 0.20 0.47
N 0.3102 -1.0193 1.4578 -0.87 -0.09 0.15
C 1.2430 -2.0821 1.0853 0.35 -0.27 -0.50
C 1.5823 -1.9519 -0.4064 -0.05 -0.75 0.19
N 1.7567 -0.5429 -0.7295 0.13 0.25 -0.84
C 3.0397 0.0181 -0.3060 0.37 0.49 0.23
C 2.8060 1.3933 0.3263 0.53 -0.13 -0.25
N 1.6563 1.3256 1.2193 -0.22 0.42 -0.05
H 1.9573 1.2649 3.3203 0.08 -0.12 -0.13
H 2.7659 -0.0026 2.4023 -0.04 0.06 0.02
H 0.8446 -1.0207 3.5217 -0.09 0.14 -0.08
H -0.2287 0.2865 2.9615 0.04 -0.06 0.04
H -0.6345 -1.3893 1.5347 0.03 0.03 0.04
H 2.1527 -1.9943 1.6824 -0.07 0.00 0.04
H 0.8238 -3.0745 1.2788 0.08 0.13 0.04
H 2.4700 -2.5521 -0.6526 -0.12 0.12 0.06
H 0.7457 -2.3343 -0.9926 0.13 0.07 0.01
H 1.6449 -0.3994 -1.7304 0.02 -0.09 0.04
H 3.5123 -0.6471 0.4205 -0.05 -0.03 -0.10
H 3.7305 0.1233 -1.1501 -0.05 -0.10 0.16
H 3.7175 1.7336 0.8404 -0.13 -0.01 -0.14
H 2.5626 2.1054 -0.4662 0.03 0.04 0.08
H 1.3460 2.2679 1.4229 0.08 -0.03 0.04
C -1.0605 2.4479 -4.0844 0.24 -0.01 0.21
C -0.7263 1.3065 -3.1455 0.40 0.50 -0.27
O 0.2532 1.4067 -2.3962 -0.34 -0.05 -0.05
C -1.5429 0.1067 -3.2139 -0.15 -0.81 0.66
C -2.3369 -0.1641 -4.3388 0.08 0.02 0.05
C -3.0262 -1.3430 -4.4800 -0.11 -0.08 -0.10
C -2.9466 -2.3126 -3.4811 -0.01 0.20 -0.15
C -2.2178 -2.0682 -2.3457 0.29 0.20 0.35
C -1.5106 -0.8579 -2.1584 -0.74 -0.18 -1.60
O -0.8972 -0.6671 -1.0338 -1.56 -1.85 -0.58
H -0.4887 3.3326 -3.8126 0.03 -0.06 0.06
H -2.1236 2.6797 -4.0730 -0.05 -0.05 -0.04
H -0.7795 2.1687 -5.0992 -0.04 0.00 -0.10
H -2.3751 0.5576 -5.1371 -0.05 0.13 -0.11
H -3.6247 -1.5209 -5.3589 -0.01 -0.01 -0.11
H -3.4636 -3.2541 -3.5994 -0.05 -0.04 0.02
H -2.1737 -2.8035 -1.5532 0.03 -0.02 0.07
C -3.4827 0.5517 2.0188 -0.25 0.09 0.17
O -2.5562 -0.2640 1.3268 0.16 -0.31 -0.33
H -4.3720 -0.0150 2.3140 0.10 0.09 0.02
H -3.7899 1.4026 1.4037 0.01 0.02 0.12
H -2.9748 0.9098 2.9139 -0.12 0.06 -0.02
H -2.9753 -0.5758 0.5138 0.19 0.00 0.08
C 0.2495 4.1588 -0.2736 -0.33 -0.34 0.08
C -0.9446 3.3265 0.2411 -0.21 2.20 0.36
C -1.2257 3.6583 1.7219 0.02 -0.12 -0.51
C -2.1842 3.6428 -0.6133 0.42 -0.35 0.23
O -0.6251 2.0020 0.1231 -3.50 5.47 0.39
H -0.0683 5.1719 -0.4995 0.04 0.15 0.02
H 0.6340 3.6913 -1.1796 0.01 0.07 -0.08
H 1.0438 4.2070 0.4699 0.14 0.05 0.07
H -1.1645 4.7314 1.8757 -0.05 0.13 0.09
H -0.4929 3.1706 2.3645 0.10 0.02 0.08
H -2.2156 3.3160 2.0128 -0.08 -0.05 0.07
H -2.5179 4.6591 -0.4269 -0.06 0.11 -0.01
H -2.9857 2.9489 -0.3721 -0.13 -0.04 0.07
H -1.9447 3.5320 -1.6667 0.02 0.04 -0.16
```
Forces are in eV/Å.

## Properties
- expectation value of S² = 2.008
- energy above the lowest of the compared OMol25 structures with the same formula, charge and spin (kJ/mol) = 187.5
- 2S+1 = 3
- charge = +1
- total energy (Eh) = -2154.0800

# 2
DFT (ωB97M-V/def2-TZVPD) results for a molecular structure, C23H26N7O5RuS2Se2.

Geometry as XYZ:
```
66
Properties=species:S:1:pos:R:3:forces:R:3
Ru 0.5554 0.0202 -0.3937 -0.13 0.70 -1.10
N -0.8087 2.6892 2.7336 0.06 0.01 -0.07
C -0.7022 1.9992 1.5287 0.10 0.00 0.15
S 0.7591 2.2061 0.5978 0.04 0.11 -0.15
N -1.7199 1.2815 1.1864 -0.07 0.09 0.03
N -1.4920 0.6387 -0.0149 0.39 -0.33 0.45
C -2.5210 0.2963 -0.6823 -0.02 -0.06 -0.17
C -2.4567 -0.2382 -2.0311 0.03 -0.01 0.06
C -3.5888 -0.8381 -2.5842 -0.02 -0.01 0.00
C -3.6331 -1.2474 -3.9047 0.03 0.02 0.01
C -2.5108 -1.0129 -4.7066 0.02 0.03 0.05
C -1.3839 -0.4059 -4.1952 -0.03 0.00 0.00
C -1.2931 -0.0164 -2.8303 -0.07 0.03 -0.02
O -0.2183 0.5312 -2.3816 0.01 -0.20 0.22
H 0.0949 2.7997 3.1684 -0.01 0.01 -0.02
H -1.4738 2.2345 3.3447 -0.03 0.01 -0.01
H -3.4951 0.4741 -0.2282 -0.02 0.05 -0.02
H -4.4528 -0.9842 -1.9425 0.00 -0.01 0.00
H -4.5150 -1.7291 -4.3083 0.01 0.00 0.01
H -2.5226 -1.3174 -5.7488 0.00 0.00 0.00
H -0.5111 -0.2268 -4.8129 0.00 0.00 0.01
O 3.9549 -2.5924 -0.3841 0.24 -0.07 -0.03
C 4.8101 -1.8143 0.4192 -0.02 -0.08 -0.06
C 4.6379 -0.2913 0.2868 0.10 0.00 -0.04
C 6.0135 0.2915 0.6612 -0.01 -0.02 0.02
O 6.0402 1.6993 0.8754 0.00 -0.02 -0.02
C 3.6009 0.2327 1.2739 -0.05 0.12 0.11
Se 1.9642 -0.8214 1.4066 -0.39 -0.15 0.28
C 4.3424 0.1210 -1.1579 -0.04 0.04 -0.05
Se 2.5203 0.1012 -1.9210 0.10 0.02 0.06
H 3.0477 -2.3226 -0.1529 -0.06 0.02 0.03
H 5.8300 -2.0860 0.1198 -0.01 -0.02 -0.03
H 4.6954 -2.0732 1.4823 0.02 -0.02 0.02
H 6.7325 0.0252 -0.1256 0.01 0.00 -0.01
H 6.3554 -0.1644 1.5973 -0.01 0.00 0.00
H 5.3390 2.0884 0.3407 -0.01 -0.01 0.02
H 3.3038 1.2546 1.0386 0.00 0.04 0.02
H 4.0374 0.2369 2.2766 0.00 0.00 0.01
H 4.9219 -0.5214 -1.8245 0.03 0.00 -0.01
H 4.6969 1.1443 -1.3125 0.02 0.02 0.01
N 1.8218 -7.1329 4.0495 -0.03 0.03 0.00
C 0.9999 -6.0484 3.6576 0.01 -0.03 0.00
C -0.2481 -6.2811 3.0869 0.01 -0.01 0.00
C -1.0559 -5.2179 2.7113 0.01 0.01 0.01
C -0.6302 -3.9180 2.9244 0.00 -0.01 0.00
C 0.6066 -3.6759 3.5055 0.03 -0.02 -0.01
C 1.4180 -4.7374 3.8708 -0.01 0.01 0.00
S -1.6156 -2.5303 2.4046 0.03 -0.01 -0.09
O -1.4989 -1.5579 3.4629 -0.02 0.03 0.03
O -2.9405 -3.0389 2.1208 -0.02 -0.03 -0.01
N -0.8591 -1.9352 1.1339 -0.16 -0.19 0.24
C -0.6579 -2.6409 0.0269 0.05 -0.07 -0.19
N 0.0543 -1.9626 -0.9405 -0.21 -0.17 0.34
C 0.2825 -2.5650 -2.0927 0.12 0.12 -0.11
C -0.1561 -3.8525 -2.3532 0.03 0.00 -0.05
C -0.8298 -4.4789 -1.3214 -0.03 0.01 0.08
N -1.0825 -3.9126 -0.1549 0.01 0.03 0.01
H 1.6729 -7.9495 3.4751 0.00 0.00 -0.01
H 2.8010 -6.8868 4.0391 0.00 0.00 -0.01
H -0.5775 -7.3021 2.9193 0.00 0.01 0.00
H -2.0135 -5.3770 2.2349 0.01 0.00 0.00
H 0.9357 -2.6530 3.6423 0.00 -0.01 0.00
H 2.3936 -4.5488 4.3072 -0.01 0.00 -0.01
H 0.8498 -1.9844 -2.8113 -0.01 -0.01 -0.01
H 0.0268 -4.3322 -3.3031 0.01 0.01 0.00
H -1.1885 -5.5004 -1.4371 0.00 0.00 0.00
```
Forces are in eV/Å.

## Properties
- expectation value of S² = 0.758
- energy above the lowest of the compared OMol25 structures with the same formula, charge and spin (kJ/mol) = 71.4
- 2S+1 = 2
- charge = -2
- total energy (Eh) = -7345.7959

# 3
DFT (ωB97M-V/def2-TZVPD) results for a molecular structure, C32H39CdN5O3.

Geometry as XYZ:
```
80
Properties=species:S:1:pos:R:3:forces:R:3
Cd 0.0906 0.0366 1.2246 -0.32 0.12 -0.09
C -2.1132 6.2735 -2.2865 -0.41 0.02 -0.20
C -1.5104 4.9645 -1.8758 -0.33 0.52 0.42
C -0.6670 4.2610 -2.6756 -0.06 -0.07 0.02
C -0.1518 3.0118 -2.2721 0.22 0.01 -0.47
C 0.7278 2.3605 -3.1668 0.61 -0.57 0.12
N 1.3219 1.2148 -2.9199 -0.23 0.42 -0.22
C 2.3553 0.5822 -3.7504 -0.13 -0.02 -0.32
C 2.5432 -0.8854 -3.3445 0.12 0.26 -0.32
C 3.2136 -1.0579 -1.9815 -0.11 -0.20 0.41
N 3.3379 -2.4964 -1.6653 -0.03 -0.08 -0.07
C 2.4141 -3.4236 -1.6820 -0.61 0.56 0.05
C 0.9823 -3.3531 -1.6400 0.42 -0.33 -0.42
C 0.3112 -4.3341 -2.4346 -0.05 0.27 0.53
C -1.0512 -4.4371 -2.4634 0.34 0.55 0.30
C -1.7606 -5.3490 -3.4002 -0.33 0.11 -0.42
C -1.7520 -3.6312 -1.5365 -0.50 -0.70 -0.33
C -1.1663 -2.6924 -0.7159 0.21 0.16 0.01
C -2.0390 -2.1213 0.3019 -1.09 -0.64 -0.07
N -1.8488 -1.2367 1.1916 0.17 0.34 0.59
C -2.9070 -1.1061 2.2279 -0.43 -0.80 -0.46
C -3.4662 0.2708 2.5572 -0.10 0.02 -0.54
C -2.4210 1.3170 2.8829 0.48 -0.13 -0.14
N -1.6029 1.6195 1.7029 0.03 -0.26 0.25
C -1.9120 2.6779 1.0853 -0.33 1.13 -0.24
C -1.3702 3.2032 -0.1721 0.29 -0.92 -0.01
C -1.8525 4.4042 -0.6381 -0.22 0.02 0.13
C -0.4814 2.4396 -1.0062 0.16 -0.52 0.17
O -0.0021 1.2862 -0.6901 -0.13 0.47 -0.05
C 0.2455 -2.4328 -0.8282 0.22 0.43 -0.04
O 0.8374 -1.4793 -0.2215 0.15 -0.13 -0.01
H -1.6259 6.6616 -3.1770 0.08 0.12 0.02
H -2.0648 7.0240 -1.4919 0.03 -0.12 -0.14
H -3.1697 6.1254 -2.5508 0.18 0.12 0.13
H -0.4257 4.6852 -3.6410 0.22 -0.17 -0.14
H 0.9762 2.8491 -4.1107 -0.05 -0.07 0.13
H 1.0336 0.7975 -2.0278 -0.02 -0.01 0.15
H 3.2783 1.1653 -3.6737 0.02 -0.17 0.16
H 2.0569 0.6366 -4.8074 -0.04 -0.06 0.31
H 3.1536 -1.3956 -4.0977 -0.03 0.22 0.02
H 1.5659 -1.3761 -3.3794 0.06 0.04 0.21
H 2.6460 -0.5786 -1.1809 0.02 -0.08 -0.07
H 4.2373 -0.6672 -1.9693 -0.26 0.00 -0.13
H 4.2760 -2.8831 -1.6714 -0.05 0.34 -0.02
H 2.8490 -4.4023 -1.7621 -0.02 -0.54 -0.10
H 0.8870 -4.9879 -3.0694 0.25 -0.13 -0.07
H -1.0706 -5.9366 -4.0034 0.03 -0.08 0.15
H -2.3617 -4.7655 -4.1090 0.00 -0.13 0.16
H -2.4287 -6.0126 -2.8604 -0.11 -0.18 -0.03
H -2.8337 -3.8361 -1.4578 0.52 0.32 0.09
H -3.0257 -2.6409 0.3019 0.44 0.33 0.03
H -2.5126 -1.5413 3.1423 0.27 -0.05 0.11
H -3.7439 -1.7674 1.9233 0.24 0.33 0.21
H -4.1365 0.1517 3.4141 0.10 -0.03 -0.06
H -4.0892 0.6260 1.7275 0.10 0.04 0.07
H -1.7507 0.9433 3.6545 0.07 -0.08 0.23
H -2.8735 2.2296 3.2483 -0.29 0.23 0.20
H -2.6950 3.3401 1.5154 0.24 -0.33 -0.16
H -2.5778 4.9213 -0.0170 0.04 0.11 0.01
C 0.1529 -2.1403 3.9597 -0.56 0.16 0.38
C 0.4108 -3.3685 3.3848 0.10 -0.03 -0.01
C 1.5194 -3.5108 2.5584 0.01 -0.31 -0.27
C 2.3549 -2.4490 2.2889 -0.09 0.45 0.28
C 2.0917 -1.2020 2.8535 0.04 -0.16 -0.11
C 0.9839 -1.0541 3.6854 -0.07 0.13 0.29
H -0.6914 -2.0207 4.6568 0.50 -0.07 -0.37
H -0.2091 -4.2261 3.6068 -0.05 0.01 -0.01
H 1.7411 -4.4677 2.1119 -0.03 -0.20 0.03
H 3.2332 -2.5670 1.6787 0.12 -0.12 -0.18
H 2.7629 -0.3726 2.6720 -0.05 0.01 0.08
H 0.8225 -0.1262 4.2245 0.01 0.06 -0.17
C 1.6716 2.8598 4.2192 0.48 -0.13 0.32
C 1.4345 2.7313 2.7524 -0.40 0.58 -0.51
N 1.0847 3.8462 2.0927 0.26 0.27 0.42
O 1.4847 1.6458 2.1667 0.05 -0.35 0.07
H 1.9593 3.8618 4.5464 -0.19 -0.08 -0.16
H 2.4772 2.1777 4.4981 -0.18 -0.02 0.05
H 0.7550 2.5620 4.7362 0.10 0.03 0.02
H 1.1922 4.7532 2.5224 -0.11 -0.15 -0.04
H 0.8890 3.8148 1.1085 0.01 -0.11 -0.20
```
Forces are in eV/Å.

## Properties
- energy above the lowest of the compared OMol25 structures with the same formula, charge and spin (kJ/mol) = 0.0
- charge = +2
- total energy (Eh) = -1909.6191

# 4
DFT (ωB97M-V/def2-TZVPD) results for 2 unconnected molecules or ions with the total composition C4H12OS.

Geometry as XYZ:
```
18
Properties=species:S:1:pos:R:3:forces:R:3
C 1.3856 2.3487 -0.0416 -0.99 0.56 -0.15
C 2.0301 1.0695 0.3985 -0.07 -0.47 0.03
S 1.2805 0.4437 1.9039 -0.42 -0.20 0.89
H 1.5157 3.1352 0.7004 0.46 0.25 -0.16
H 0.2940 2.2698 -0.0820 0.07 -0.40 -0.13
H 1.6993 2.6389 -1.0512 0.27 0.25 0.23
H 1.8793 0.3004 -0.3688 0.46 0.04 0.07
H 3.0742 1.2355 0.6637 0.11 -0.19 -0.57
H 0.9333 -0.8438 1.5413 0.13 0.11 -0.22
C -2.0432 -1.7006 -0.8107 -0.90 -0.47 -0.60
O -2.3068 -2.2748 -2.1112 0.18 -0.15 -0.11
C -1.6103 -0.2716 -0.9722 1.62 -0.04 -0.73
H -2.9916 -1.7873 -0.2753 0.08 0.19 0.32
H -1.3210 -2.3284 -0.2922 0.31 0.31 0.19
H -1.8693 -3.1347 -2.1580 -0.06 0.23 0.05
H -2.3391 0.3975 -1.4234 -0.42 0.02 0.57
H -1.0829 0.0928 -0.0887 -0.71 0.28 0.36
H -0.7875 -0.2342 -1.7040 -0.10 -0.34 -0.03
```
Forces are in eV/Å.

## Properties
- expectation value of S² = 0.751
- energy above the lowest of the compared OMol25 structures with the same formula, charge and spin (kJ/mol) = 37.3
- 2S+1 = 2
- charge = -1
- total energy (Eh) = -632.9569